*w*
The following is a quantum chemistry calculation of a cluster of 4 separate species, C3H12N3O in total, from the OMol25 dataset.

Geometry as ORCA input:
```
! wB97M-V def2-TZVPD RIJCOSX def2/J DEFGRID3
* xyz 1 1
C 0.622 1.910 -1.118
C -0.023 2.868 -0.461
N -0.258 -2.451 0.920
C 0.430 -1.828 -0.087
N 1.614 -1.369 0.092
N -0.117 -1.741 -1.248
H 0.078 0.994 -1.347
H 1.385 2.285 -1.798
H -0.022 0.424 1.111
H -0.815 2.578 0.220
H -0.035 3.906 -0.781
H 0.162 -3.374 1.081
H 2.211 -1.008 -0.650
H 1.896 -1.284 1.083
H -0.699 -2.552 -1.454
H -0.379 0.869 0.892
H -2.675 -0.024 0.751
H -1.505 -0.511 1.612
O -1.871 0.309 1.181
*
```

Output
- E_LUMO (eV) = -9.6
- orbital gap (eV) = 3.47

***

*x*
The following is a quantum chemistry calculation of a cluster of 2 separate species, C3H12N3O in total, from the OMol25 dataset.

Geometry as ORCA input:
```
! wB97M-V def2-TZVPD RIJCOSX def2/J DEFGRID3
* xyz 1 1
C -1.967 -0.291 0.338
C -1.202 0.704 -0.230
C 2.589 0.128 -0.442
N -3.126 -0.781 -0.223
N -0.374 1.831 0.219
N 2.004 0.801 0.690
O 1.627 -0.417 -1.385
H -1.812 -0.840 1.218
H 2.082 -0.571 -2.291
H 2.960 0.949 -1.061
H 3.305 -0.582 -0.098
H -3.369 -0.073 -0.895
H -3.925 -1.085 0.358
H -0.869 2.582 0.715
H 0.099 2.224 -0.626
H 0.480 1.353 0.739
H 2.152 0.230 1.532
H 2.302 1.784 0.880
H -1.833 1.114 -1.122
*
```

Output
- E_LUMO (eV) = -3.2
- orbital gap (eV) = 9.27

***

Relative energy table, unit kJ/mol: *w* 738.7; *x* 0.0

***

*w*
The following is a quantum chemistry calculation of a cluster of 2 separate species, C3H12N3O in total, from the OMol25 dataset.

Geometry as ORCA input:
```
! wB97M-V def2-TZVPD RIJCOSX def2/J DEFGRID3
* xyz 1 1
C 1.886 1.840 -1.984
C 0.561 0.202 -0.713
N -0.481 -0.628 -0.692
N 1.037 0.666 -1.872
N 1.186 0.445 0.425
H -1.164 -0.632 -1.447
H -0.800 -0.860 0.251
H 0.473 0.436 -2.675
H 1.999 1.038 0.395
H 0.812 0.357 1.358
H 2.265 1.914 -2.991
H 2.736 1.838 -1.304
H 1.361 2.774 -1.771
C -2.548 -1.053 2.345
O -1.147 -1.279 1.985
H -0.870 -2.067 2.467
H -3.172 -1.803 1.857
H -2.805 -0.065 1.964
H -2.638 -0.966 3.431
*
```

Output
- E_LUMO (eV) = -2.8
- orbital gap (eV) = 11.78

***

*x*
The following is a quantum chemistry calculation of a cluster of 2 separate species, C3H12N3O in total, from the OMol25 dataset.

Geometry as ORCA input:
```
! wB97M-V def2-TZVPD RIJCOSX def2/J DEFGRID3
* xyz 1 1
C 1.748 0.233 2.245
O 0.481 -0.225 2.592
H 0.028 0.372 3.206
H 2.047 1.304 2.481
H 1.833 -0.126 1.194
H 2.386 -0.643 2.819
C 0.912 0.762 -0.600
C -1.269 -0.398 -1.366
N -1.570 -0.683 -0.084
N -0.041 0.249 -1.666
N -2.163 -0.595 -2.436
H -0.808 -0.924 0.543
H -2.501 -0.761 0.168
H 0.107 0.728 -2.623
H -1.983 -0.050 -3.379
H -2.717 -1.399 -2.315
H 1.326 -0.171 -0.156
H 0.390 1.028 0.361
H 1.798 1.300 -0.986
*
```

Output
- E_LUMO (eV) = -3.2
- orbital gap (eV) = 10.01

***

Relative energy table, unit kJ/mol: *w* 0.0; *x* 256.5

***

*w*
The following is a quantum chemistry calculation of a cluster of 15 separate species, C15H60O15 in total, from the OMol25 dataset.

Geometry as ORCA input:
```
! wB97M-V def2-TZVPD RIJCOSX def2/J DEFGRID3
* xyz 0 1
C 0.841 1.807 -3.505
O 0.206 3.086 -3.644
H 0.550 1.115 -4.295
H 1.929 1.918 -3.528
H 0.627 1.353 -2.534
H -0.159 3.126 -4.529
C 2.325 -0.107 3.369
O 1.548 1.016 2.979
H 1.665 -0.809 3.883
H 2.818 -0.574 2.519
H 3.085 0.064 4.141
H 2.173 1.737 2.842
C -0.867 -2.674 -3.000
O -0.161 -1.511 -3.408
H -1.103 -2.720 -1.933
H -1.730 -2.900 -3.626
H -0.197 -3.534 -3.160
H -0.808 -0.959 -3.873
C -0.728 3.576 3.512
O -1.730 4.429 4.071
H -0.654 2.712 4.180
H -0.962 3.222 2.512
H 0.233 4.098 3.520
H -1.475 4.632 4.972
C 3.264 -1.596 -3.023
O 2.568 -1.927 -4.205
H 2.686 -0.909 -2.395
H 3.516 -2.441 -2.369
H 4.212 -1.112 -3.260
H 1.644 -2.016 -3.928
C 0.690 4.054 -0.142
O 1.356 4.306 -1.385
H -0.293 4.528 -0.128
H 0.586 2.977 0.020
H 1.329 4.466 0.637
H 0.829 3.924 -2.109
C -2.855 2.879 -0.684
O -3.009 1.492 -0.908
H -2.510 3.138 0.323
H -2.150 3.304 -1.408
H -3.819 3.378 -0.787
H -2.194 1.062 -0.608
C -2.753 0.250 3.711
O -3.707 -0.554 4.394
H -1.803 -0.237 3.510
H -3.194 0.667 2.799
H -2.510 1.154 4.289
H -4.537 -0.071 4.366
C 1.291 -4.160 0.499
O 1.542 -3.240 1.572
H 0.237 -4.425 0.441
H 1.586 -3.684 -0.437
H 1.939 -5.027 0.637
H 0.881 -3.387 2.268
C 3.491 1.634 -0.560
O 3.651 2.683 -1.508
H 2.426 1.501 -0.352
H 3.872 0.709 -0.981
H 4.046 1.890 0.347
H 2.981 3.380 -1.342
C 4.590 -2.109 0.648
O 3.340 -1.515 0.419
H 5.407 -1.398 0.534
H 4.646 -2.532 1.655
H 4.778 -2.920 -0.064
H 2.614 -2.039 0.807
C -3.670 -1.876 0.328
O -4.058 -1.391 -0.938
H -3.688 -1.082 1.081
H -4.306 -2.695 0.672
H -2.625 -2.194 0.274
H -4.443 -0.514 -0.885
C -0.146 -0.359 0.068
O -0.698 0.661 0.885
H -0.115 -1.318 0.593
H -0.735 -0.468 -0.846
H 0.873 -0.152 -0.282
H -0.096 0.810 1.631
C -2.608 0.694 -3.761
O -2.315 -0.203 -4.830
H -3.639 0.670 -3.416
H -1.988 0.417 -2.912
H -2.304 1.724 -3.974
H -2.900 0.014 -5.561
C -1.657 -3.320 2.945
O -0.414 -3.662 3.555
H -2.303 -2.615 3.469
H -1.472 -2.945 1.941
H -2.208 -4.260 2.825
H -0.578 -4.116 4.384
*
```

Output
- E_LUMO (eV) = 0.3
- orbital gap (eV) = 9.75

***

*x*
The following is a quantum chemistry calculation of a structure of composition C15H60O15, from the OMol25 dataset.

Geometry as ORCA input:
```
! wB97M-V def2-TZVPD RIJCOSX def2/J DEFGRID3
* xyz 0 1
C 1.280 -0.743 3.229
O 0.846 -0.042 4.393
H 1.518 -0.047 2.425
H 2.124 -1.398 3.447
H 0.611 -1.510 2.838
H 1.616 0.492 4.602
C -1.859 -0.956 2.843
O -2.833 -0.877 1.842
H -2.122 -1.605 3.677
H -0.919 -1.296 2.406
H -1.740 0.000 3.352
H -3.378 -1.661 1.739
C -0.812 0.208 -3.233
O -1.408 0.970 -4.327
H -0.651 0.772 -2.314
H -1.501 -0.606 -3.005
H 0.124 -0.256 -3.544
H -0.977 1.827 -4.363
C 2.277 -2.480 -1.318
O 2.766 -1.709 -2.395
H 2.150 -3.555 -1.445
H 3.039 -2.433 -0.541
H 1.324 -2.130 -0.921
H 2.584 -0.784 -2.213
C -1.833 2.851 -1.234
O -1.263 2.209 -0.046
H -2.596 3.580 -0.960
H -1.078 3.435 -1.760
H -2.282 2.149 -1.937
H -1.918 1.666 0.399
C -0.182 -0.121 0.438
O 0.353 -1.407 0.804
H -1.228 -0.043 0.734
H 0.389 0.711 0.849
H -0.232 -0.010 -0.645
H 1.310 -1.364 0.738
C -3.878 1.068 0.421
O -2.568 0.994 0.905
H -4.483 1.370 1.276
H -3.881 1.959 -0.207
H -4.259 0.161 -0.049
H -2.544 0.277 1.543
C 0.152 -2.239 -2.806
O -1.033 -2.375 -3.522
H -0.058 -1.578 -1.966
H 0.509 -3.177 -2.381
H 0.943 -1.777 -3.397
H -1.752 -2.225 -2.904
C 2.240 0.795 -3.036
O 1.813 0.042 -1.896
H 1.425 0.798 -3.760
H 2.535 1.806 -2.756
H 3.073 0.307 -3.541
H 1.224 0.541 -1.325
C -0.614 1.973 2.463
O -0.954 3.138 3.200
H 0.133 1.366 2.974
H -1.489 1.338 2.325
H -0.281 2.214 1.454
H -0.256 3.796 3.171
C 3.403 -0.263 0.587
O 2.240 -0.914 0.971
H 4.027 -0.891 -0.048
H 3.123 0.682 0.121
H 3.835 -0.051 1.565
H 2.581 -1.786 1.180
C 2.689 2.105 2.045
O 3.556 2.475 1.003
H 2.219 3.010 2.429
H 1.824 1.492 1.792
H 3.199 1.527 2.815
H 4.453 2.532 1.340
C 1.319 2.240 -0.478
O 0.377 1.564 -1.347
H 2.293 1.787 -0.661
H 1.471 3.283 -0.757
H 1.159 2.372 0.593
H -0.476 1.961 -1.160
C -2.372 -1.194 -1.002
O -2.765 -1.744 -2.195
H -2.959 -1.570 -0.164
H -1.385 -1.538 -0.693
H -2.477 -0.110 -0.960
H -3.725 -1.732 -2.188
C -1.484 -3.431 0.835
O -0.162 -3.225 0.321
H -2.247 -2.958 0.217
H -1.774 -4.480 0.770
H -1.604 -3.223 1.898
H 0.167 -2.330 0.427
*
```

Output
- E_LUMO (eV) = 0.0
- orbital gap (eV) = 7.93

***

Relative energy table, unit kJ/mol: *w* 0.0; *x* 2161.8

***

*w*
The following is a quantum chemistry calculation of a cluster of 7 separate species, C28H42O21 in total, from the OMol25 dataset.

Geometry as ORCA input:
```
! wB97M-V def2-TZVPD RIJCOSX def2/J DEFGRID3
* xyz 0 1
C 7.560 -11.491 -2.940
C 6.404 -12.426 -2.643
C 5.057 -12.004 -3.280
O 4.609 -13.150 -3.991
C 5.549 -14.125 -3.922
O 5.386 -15.226 -4.334
O 6.649 -13.687 -3.294
H 8.264 -11.965 -3.621
H 8.172 -11.301 -2.047
H 7.255 -10.507 -3.292
H 6.269 -12.639 -1.585
H 5.141 -11.173 -3.979
H 4.343 -11.734 -2.500
C 7.220 -19.098 2.772
C 6.991 -20.097 1.676
C 5.623 -20.087 0.992
O 5.927 -20.340 -0.373
C 7.224 -20.009 -0.612
O 7.744 -19.972 -1.675
O 7.833 -19.701 0.557
H 6.750 -19.469 3.689
H 6.779 -18.128 2.545
H 8.281 -18.998 2.982
H 7.301 -21.111 1.933
H 5.091 -19.137 1.096
H 4.961 -20.865 1.370
C 6.693 -16.337 -1.258
C 7.488 -15.888 -0.061
C 8.783 -16.715 0.177
O 9.839 -15.759 0.004
C 9.332 -14.529 -0.202
O 9.990 -13.537 -0.286
O 7.997 -14.563 -0.316
H 7.353 -16.301 -2.127
H 5.876 -15.648 -1.461
H 6.269 -17.334 -1.143
H 6.908 -15.842 0.860
H 8.910 -17.484 -0.579
H 8.778 -17.092 1.196
C 10.448 -15.818 -3.658
C 10.493 -14.411 -4.207
C 11.420 -14.222 -5.419
O 10.629 -13.509 -6.362
C 9.340 -13.484 -5.962
O 8.453 -12.975 -6.570
O 9.190 -14.114 -4.779
H 11.382 -16.065 -3.151
H 10.311 -16.521 -4.481
H 9.603 -15.928 -2.980
H 10.646 -13.645 -3.446
H 11.706 -15.189 -5.835
H 12.298 -13.652 -5.128
C 10.569 -17.064 3.642
C 11.966 -16.666 3.239
C 12.555 -15.529 4.081
O 13.870 -15.972 4.406
C 14.002 -17.286 4.109
O 14.952 -17.947 4.356
O 12.884 -17.749 3.500
H 10.527 -17.400 4.678
H 10.185 -17.882 3.034
H 9.939 -16.181 3.501
H 12.025 -16.465 2.169
H 11.996 -15.394 5.010
H 12.613 -14.590 3.537
C 7.140 -12.531 2.170
C 5.670 -12.824 2.335
C 4.758 -11.743 1.744
O 4.442 -12.241 0.450
C 4.596 -13.578 0.448
O 4.160 -14.333 -0.355
O 5.332 -13.976 1.519
H 7.483 -11.716 2.810
H 7.344 -12.226 1.142
H 7.716 -13.418 2.430
H 5.355 -13.080 3.344
H 5.271 -10.783 1.666
H 3.862 -11.524 2.328
C 12.798 -9.006 -0.063
C 12.376 -10.415 -0.438
C 10.959 -10.502 -1.041
O 11.146 -11.212 -2.259
C 12.460 -11.417 -2.484
O 12.888 -11.970 -3.443
O 13.209 -10.898 -1.490
H 12.930 -8.411 -0.966
H 13.738 -9.020 0.488
H 12.043 -8.556 0.584
H 12.470 -11.052 0.442
H 10.502 -9.521 -1.166
H 10.319 -11.116 -0.406
*
```

Output
- E_LUMO (eV) = -0.2
- orbital gap (eV) = 10.16

***

*x*
The following is a quantum chemistry calculation of a cluster of 7 separate species, C28H42O21 in total, from the OMol25 dataset.

Geometry as ORCA input:
```
! wB97M-V def2-TZVPD RIJCOSX def2/J DEFGRID3
* xyz 0 1
C 6.514 -4.413 2.513
C 6.171 -3.118 3.264
C 5.763 -1.970 2.273
O 4.348 -1.806 2.516
C 3.946 -2.610 3.509
O 2.822 -2.659 3.897
O 4.979 -3.316 3.996
H 7.360 -4.302 1.840
H 5.643 -4.700 1.919
H 6.613 -5.142 3.317
H 6.991 -2.709 3.851
H 5.787 -2.448 1.293
H 6.276 -1.022 2.364
C 1.708 -0.828 0.126
C 0.901 0.324 0.685
C 0.196 1.207 -0.352
O -1.176 1.170 0.059
C -1.365 0.267 1.048
O -2.429 0.024 1.501
O -0.184 -0.309 1.376
H 1.262 -1.208 -0.792
H 2.030 -1.572 0.851
H 2.652 -0.376 -0.224
H 1.479 0.921 1.395
H 0.226 0.734 -1.335
H 0.603 2.213 -0.341
C -0.068 -4.294 2.519
C 0.377 -5.776 2.323
C 1.851 -6.044 2.599
O 1.837 -6.800 3.803
C 0.574 -7.007 4.214
O 0.326 -7.561 5.230
O -0.316 -6.547 3.327
H -0.920 -3.947 1.944
H 0.828 -3.751 2.205
H -0.242 -4.069 3.571
H -0.067 -6.023 1.362
H 2.512 -5.174 2.628
H 2.354 -6.575 1.784
C -3.039 2.476 -2.217
C -4.059 3.429 -2.855
C -5.426 2.698 -2.953
O -6.340 3.676 -2.491
C -5.683 4.750 -1.984
O -6.180 5.703 -1.494
O -4.338 4.548 -2.014
H -3.465 1.927 -1.381
H -2.161 3.060 -1.940
H -2.703 1.726 -2.935
H -3.662 3.729 -3.824
H -5.508 1.926 -2.181
H -5.702 2.419 -3.969
C -4.137 3.514 1.499
C -5.390 3.762 2.314
C -6.025 5.151 2.078
O -7.309 4.841 1.545
C -7.619 3.559 1.845
O -8.695 3.082 1.713
O -6.498 2.865 2.125
H -3.913 2.440 1.458
H -3.218 4.061 1.676
H -4.370 3.617 0.428
H -5.053 3.503 3.322
H -5.533 5.705 1.284
H -6.126 5.594 3.069
C -1.331 6.183 -4.164
C -0.167 5.225 -4.226
C 1.207 5.981 -4.318
O 1.968 5.417 -3.263
C 1.228 4.597 -2.521
O 1.529 4.139 -1.454
O 0.006 4.465 -3.058
H -1.345 6.823 -5.046
H -1.302 6.865 -3.311
H -2.268 5.634 -4.050
H -0.193 4.557 -5.091
H 1.071 7.058 -4.249
H 1.621 5.733 -5.295
C 4.533 -5.218 -1.707
C 3.613 -4.196 -1.070
C 3.009 -3.232 -2.134
O 1.633 -3.348 -2.023
C 1.279 -4.213 -1.072
O 0.213 -4.387 -0.592
O 2.409 -4.868 -0.659
H 4.004 -6.032 -2.195
H 5.186 -5.652 -0.940
H 5.303 -4.838 -2.384
H 4.001 -3.568 -0.269
H 3.353 -3.436 -3.150
H 3.429 -2.241 -1.937
*
```

Output
- E_LUMO (eV) = -0.1
- orbital gap (eV) = 10.13

***

Relative energy table, unit kJ/mol: *w* 0.0; *x* 225.9

***

*w*
The following is a quantum chemistry calculation of the ion CHO5S2 with charge -1, from the OMol25 dataset.

Geometry as ORCA input:
```
! wB97M-V def2-TZVPD RIJCOSX def2/J DEFGRID3
* xyz -1 1
C 0.935 -0.440 0.681
O -1.031 0.541 -0.586
O 1.365 1.533 -1.108
O 0.409 2.107 1.064
O -2.029 -1.195 0.894
O -0.755 -1.935 -0.896
S 0.517 1.078 0.021
S -0.873 -0.967 0.112
H 1.462 -0.721 -0.182
*
```

Output
- E_LUMO (eV) = 3.7
- orbital gap (eV) = 9.07

***

*x*
The following is a quantum chemistry calculation of a structure of composition CHO5S2, from the OMol25 dataset.

Geometry as ORCA input:
```
! wB97M-V def2-TZVPD RIJCOSX def2/J DEFGRID3
* xyz -1 1
C -0.279 0.519 -0.340
O 1.159 1.954 1.611
O 2.225 -0.082 0.794
O -0.146 -0.003 1.107
O -0.322 4.278 1.881
O 0.078 3.517 -0.333
S 1.034 0.817 0.673
S -0.359 3.131 0.949
H 0.048 -0.293 -0.914
*
```

Output
- E_LUMO (eV) = 3.8
- orbital gap (eV) = 8.40

***

Relative energy table, unit kJ/mol: *w* 0.0; *x* 162.1

***

*w*
The following is a quantum chemistry calculation of the ion C4H6NS with charge +1, from the OMol25 dataset.

Geometry as ORCA input:
```
! wB97M-V def2-TZVPD RIJCOSX def2/J DEFGRID3
* xyz 1 1
C -0.668 -0.614 -1.129
C -0.050 -1.777 -0.767
C 0.267 0.662 0.763
C 1.260 -0.457 1.134
N -0.562 0.545 -0.494
S 1.186 -1.926 0.431
H -1.304 -0.628 -2.006
H -0.221 -2.684 -1.315
H -0.428 0.752 1.614
H 0.824 1.604 0.708
H 2.008 -0.241 1.876
H -0.944 1.402 -0.855
*
```

Output
- E_LUMO (spin up / spin down) (eV) = -5.9 / -5.9
- orbital gap (spin up / spin down) (eV) = 7.28 / 7.28

***

*x*
The following is a quantum chemistry calculation of a structure of composition C4H6NS, from the OMol25 dataset.

Geometry as ORCA input:
```
! wB97M-V def2-TZVPD RIJCOSX def2/J DEFGRID3
* xyz 1 1
C 1.571 0.030 1.780
C 0.277 -0.524 1.897
C 1.540 1.004 0.799
C -1.872 -0.448 -2.816
N -0.561 -0.180 0.982
S 0.033 1.066 0.061
H 2.341 -0.154 2.504
H -0.061 -1.405 2.552
H 2.407 1.783 0.762
H -1.221 -0.039 -1.947
H -2.002 -1.409 -3.169
H -2.450 0.277 -3.405
*
```

Output
- E_LUMO (spin up / spin down) (eV) = -9.5 / -9.6
- orbital gap (spin up / spin down) (eV) = 3.61 / 3.47

***

Relative energy table, unit kJ/mol: *w* 0.0; *x* 384.7